1.
DFT (ωB97M-V/def2-TZVPD) results for a gas-phase ion, C4H14N2O (charge +2) at a distorted geometry.

Summary:
lowest unoccupied orbital energy = -6.890 eV
net charge = +2
SMILES = [NH3+]CC[C@H]([NH3+])CO

Geometry as XYZ:
```
21
Properties=species:S:1:pos:R:3:lowdin_charge:R:1
N -1.18 -2.50 1.72 0.169
C -0.02 -1.54 1.32 -0.131
C -0.69 -0.35 0.65 -0.123
C 0.38 0.56 -0.13 -0.169
N 0.01 2.11 0.07 0.274
C 0.62 0.28 -1.63 -0.197
O 1.09 1.53 -2.07 -0.076
H -1.11 -3.17 2.54 0.201
H -1.50 -3.17 0.90 0.233
H -2.00 -1.90 1.97 0.173
H 0.65 -1.27 2.14 0.141
H 0.84 -2.05 0.72 0.175
H -1.50 -0.70 -0.18 0.190
H -1.12 0.23 1.31 0.057
H 1.38 0.52 0.37 0.172
H -0.22 2.33 0.95 0.109
H 0.84 2.61 -0.20 0.162
H -0.70 2.30 -0.65 0.192
H -0.35 0.23 -2.12 0.130
H 1.11 -0.62 -1.97 0.146
H 1.41 1.47 -3.02 0.173
```


2.
DFT (ωB97M-V/def2-TZVPD) results for 4 unconnected molecules or ions with the total composition C43H65BrF5N3O7 at a distorted geometry.

Summary:
lowest unoccupied orbital energy = -1.453 eV
net charge = 0
SMILES = C=CC(=O)OCCCCCCc1ccc2c(c1CCCCCC)C(=O)c1c(ccc(Br)c1C(F)(F)C(F)(F)F)C2=O.COC[C@@H](C)N.COC[C@@H](C)N.COC[C@@H](C)N

Geometry as XYZ:
```
124
Properties=species:S:1:pos:R:3:lowdin_charge:R:1
C 6.28 -5.09 1.12 0.017
C 4.94 -4.61 0.89 -0.052
C 3.78 -5.47 0.22 -0.373
O 3.32 -6.44 0.89 0.055
O 3.22 -5.23 -1.06 -0.073
C 2.33 -4.04 -1.03 -0.160
C 1.99 -3.60 -2.53 -0.164
C 1.35 -2.10 -2.62 -0.178
C 2.44 -1.10 -1.99 -0.226
C 2.49 0.36 -2.66 -0.178
C 3.93 1.01 -2.22 -0.146
C 3.67 1.59 -0.73 -0.125
C 3.03 2.99 -0.54 -0.011
C 2.69 3.62 0.86 0.007
C 3.04 2.78 2.11 -0.039
C 3.72 1.37 1.91 0.015
C 4.05 0.76 0.52 -0.072
C 4.77 -0.67 0.51 -0.146
C 6.38 -0.57 0.76 -0.183
C 6.95 0.90 0.46 -0.204
C 8.56 0.96 0.40 -0.226
C 9.29 0.29 1.67 -0.246
C 9.76 1.52 2.63 -0.130
C 4.02 0.61 3.31 -0.252
O 5.19 0.23 3.50 0.078
C 2.79 0.60 4.31 0.050
C 2.11 2.01 4.50 -0.018
C 0.92 2.25 5.45 0.027
C 0.38 1.01 6.20 -0.074
C 1.01 -0.40 6.00 -0.471
Br 0.08 -1.84 7.02 0.690
C 2.24 -0.67 5.06 -0.015
C 2.84 -2.11 4.84 -0.279
F 2.84 -2.94 6.02 0.016
F 4.15 -2.20 4.33 0.084
C 1.90 -2.91 3.78 -0.324
F 0.54 -2.57 3.87 0.071
F 2.00 -4.31 3.89 0.113
F 2.36 -2.52 2.48 0.059
C 2.70 3.24 3.62 -0.259
O 2.88 4.39 4.06 0.065
H 7.21 -4.53 0.73 0.067
H 6.51 -6.03 1.74 0.083
H 4.70 -3.55 1.27 0.090
H 2.88 -3.26 -0.41 0.101
H 1.41 -4.36 -0.43 0.147
H 1.18 -4.33 -2.91 0.122
H 2.87 -3.67 -3.26 0.123
H 0.35 -2.12 -2.03 0.108
H 1.23 -1.86 -3.73 0.110
H 2.24 -1.03 -0.85 0.120
H 3.48 -1.58 -2.18 0.107
H 2.32 0.38 -3.78 0.112
H 1.70 1.01 -2.12 0.110
H 4.21 1.88 -2.91 0.112
H 4.77 0.21 -2.18 0.109
H 2.76 3.64 -1.44 0.104
H 2.19 4.64 0.95 0.108
H 4.64 -1.26 -0.45 0.082
H 4.33 -1.26 1.40 0.086
H 6.89 -1.29 0.02 0.114
H 6.62 -0.97 1.81 0.094
H 6.58 1.62 1.27 0.116
H 6.55 1.25 -0.56 0.110
H 8.84 2.07 0.40 0.104
H 8.92 0.55 -0.62 0.111
H 10.17 -0.34 1.28 0.101
H 8.62 -0.38 2.31 0.092
H 10.58 2.08 2.06 0.077
H 10.14 1.06 3.61 0.070
H 8.83 2.16 2.80 0.077
H 0.47 3.29 5.54 0.117
H -0.54 1.17 6.88 0.103
C -2.24 -0.40 -2.63 -0.102
O -1.89 -1.11 -1.46 -0.211
C -1.85 -0.32 -0.27 -0.197
C -3.22 -0.08 0.38 -0.423
C -4.07 0.95 -0.34 -0.069
N -3.99 -1.33 0.50 0.045
H -1.87 0.63 -2.62 0.093
H -3.33 -0.40 -2.76 0.064
H -1.81 -0.92 -3.49 0.088
H -1.23 -0.89 0.43 0.120
H -1.32 0.62 -0.46 0.119
H -3.04 0.30 1.39 0.136
H -4.52 0.56 -1.26 0.054
H -4.90 1.28 0.30 0.066
H -3.48 1.84 -0.60 0.083
H -3.46 -1.99 1.07 0.074
H -3.99 -1.77 -0.43 0.073
C -9.54 -0.26 -1.74 -0.106
O -8.27 0.17 -1.27 -0.201
C -8.33 1.20 -0.28 -0.210
C -8.61 0.69 1.15 -0.427
C -10.06 0.31 1.39 -0.075
N -7.75 -0.45 1.49 0.047
H -10.27 0.56 -1.78 0.091
H -9.91 -1.07 -1.12 0.074
H -9.41 -0.65 -2.75 0.086
H -7.34 1.67 -0.29 0.098
H -9.04 1.98 -0.58 0.120
H -8.37 1.51 1.83 0.135
H -10.32 -0.65 0.95 0.064
H -10.26 0.22 2.46 0.076
H -10.74 1.07 0.99 0.077
H -6.77 -0.16 1.42 0.052
H -7.84 -1.13 0.74 0.071
C -5.19 0.69 -5.48 -0.100
O -4.75 1.99 -5.82 -0.190
C -5.69 3.02 -5.54 -0.202
C -5.68 3.50 -4.07 -0.423
C -6.38 2.53 -3.12 -0.071
N -4.32 3.74 -3.58 0.040
H -6.27 0.56 -5.62 0.092
H -4.91 0.46 -4.45 0.060
H -4.67 -0.03 -6.12 0.089
H -5.39 3.87 -6.16 0.120
H -6.69 2.74 -5.87 0.118
H -6.24 4.44 -4.03 0.135
H -5.78 1.65 -2.89 0.051
H -6.59 3.02 -2.17 0.074
H -7.33 2.19 -3.53 0.083
H -3.89 4.46 -4.16 0.072
H -3.77 2.91 -3.79 0.064
```


3.
DFT (ωB97M-V/def2-TZVPD) results for a single C3H8NOPS2 molecule at a distorted geometry.

Summary:
lowest unoccupied orbital energy = 0.619 eV
net charge = 0
SMILES = CS(=S)#P1NCCO1

Geometry as XYZ:
```
16
Properties=species:S:1:pos:R:3:lowdin_charge:R:1
C 2.79 -1.13 -0.39 -0.420
S 1.67 -0.12 0.67 0.230
S 1.44 1.59 -0.27 0.050
P -0.30 -1.21 -0.14 0.813
N -0.94 0.05 -1.02 -0.306
C -1.78 0.94 -0.23 -0.261
C -1.89 0.30 1.16 -0.222
O -1.30 -0.99 1.10 -0.404
H 3.22 -1.90 0.25 0.031
H 3.56 -0.48 -0.77 0.030
H 2.23 -1.58 -1.20 0.009
H -0.31 0.53 -1.66 0.026
H -2.75 1.03 -0.72 0.110
H -1.33 1.94 -0.15 0.077
H -1.38 0.89 1.92 0.118
H -2.93 0.15 1.46 0.120
```


4.
DFT (ωB97M-V/def2-TZVPD) results for a single C4H11N3 molecule at a distorted geometry.

Summary:
lowest unoccupied orbital energy = 1.030 eV
net charge = 0
SMILES = [H]/N=C/NCCCN

Geometry as XYZ:
```
18
Properties=species:S:1:pos:R:3:lowdin_charge:R:1
H -2.95 -1.67 -0.17 0.030
N -1.96 -1.43 -0.13 0.074
C -1.82 -0.42 0.63 -0.345
N -0.63 0.05 1.09 -0.019
C 0.56 -0.72 0.76 -0.213
C 1.02 -0.53 -0.71 -0.201
C 0.88 0.91 -1.18 -0.316
N 1.55 1.81 -0.27 -0.002
H -2.68 0.12 1.05 0.118
H -0.62 0.63 1.90 0.126
H 1.39 -0.35 1.36 0.102
H 0.36 -1.76 0.98 0.106
H 0.52 -1.32 -1.27 0.091
H 2.07 -0.85 -0.77 0.105
H -0.18 1.15 -1.20 0.100
H 1.22 0.88 -2.22 0.106
H 1.53 2.75 -0.64 0.067
H 2.51 1.57 -0.09 0.070
```


5.
DFT (ωB97M-V/def2-TZVPD) results for a molecular structure, C40H39ClCoNO2PSi at a distorted geometry.

Summary:
spin multiplicity = 5
lowest unoccupied orbital energy (alpha / beta) = -2.053 / -5.069 eV
net charge = +1

Geometry as XYZ:
```
86
Properties=species:S:1:pos:R:3:lowdin_spin:R:1
Co 0.45 -1.19 0.41 2.702
C -1.04 -2.34 2.39 0.025
Si 0.45 -1.39 3.15 0.016
C -0.16 -0.20 4.52 0.001
C 1.70 -2.52 3.94 0.002
N 1.23 -0.40 1.88 0.182
C 2.35 0.45 2.04 0.007
C 2.83 0.70 3.31 0.028
C 3.85 1.64 3.45 -0.003
C 4.35 2.38 2.41 0.029
C 3.86 2.15 1.10 -0.006
C 2.87 1.18 0.88 0.025
O 2.43 0.86 -0.37 0.021
C 2.34 1.91 -1.32 0.000
C 1.65 3.07 -0.99 0.001
C 1.54 4.11 -1.95 0.000
C 2.31 3.96 -3.15 0.001
C 2.94 2.76 -3.46 0.000
C 2.99 1.71 -2.52 0.001
H -1.26 -1.97 1.33 0.007
H -1.92 -2.20 3.01 0.004
H -0.81 -3.44 2.30 0.000
H 0.52 0.68 4.62 0.000
H -0.16 -0.68 5.53 0.000
H -1.18 0.21 4.35 0.000
H 2.68 -2.03 4.24 0.000
H 1.97 -3.46 3.33 0.000
H 1.28 -2.85 4.91 0.000
H 2.55 0.21 4.22 0.001
H 4.24 1.84 4.49 -0.001
H 5.22 3.08 2.51 0.001
H 4.42 2.57 0.19 -0.001
H 1.16 3.27 -0.06 0.000
H 1.05 5.05 -1.63 0.000
H 2.42 4.77 -3.84 0.000
H 3.44 2.74 -4.40 0.000
H 3.75 0.91 -2.65 0.000
Cl 7.01 -3.79 -0.39 0.057
C 5.33 -3.47 -0.42 0.137
C 4.48 -4.39 0.22 -0.006
C 3.12 -4.24 0.27 0.095
C 2.57 -3.12 -0.42 0.078
C 1.13 -2.99 -0.44 0.364
C 3.39 -2.29 -1.24 0.117
C 4.78 -2.45 -1.20 -0.018
H 4.96 -5.15 0.76 -0.003
H 2.47 -5.00 0.61 0.004
H 0.58 -3.77 0.11 0.018
H 0.73 -2.89 -1.46 0.033
H 2.95 -1.49 -1.82 0.004
H 5.49 -1.85 -1.79 -0.003
O -1.04 -0.83 -0.76 0.061
P -2.33 0.04 -1.04 0.011
C -2.21 0.84 -2.58 0.001
C -2.71 2.15 -2.79 0.000
C -2.93 2.62 -4.09 0.000
C -2.57 1.88 -5.17 0.000
C -1.87 0.71 -4.96 0.000
C -1.66 0.22 -3.68 0.000
C -2.50 1.27 0.26 0.001
C -1.52 1.82 1.09 0.000
C -1.80 2.69 2.17 0.000
C -3.12 3.11 2.33 0.000
C -4.13 2.61 1.48 0.000
C -3.82 1.70 0.53 0.000
C -3.85 -0.99 -1.06 0.001
C -3.96 -1.95 0.00 0.000
C -5.07 -2.84 0.06 0.000
C -5.99 -2.79 -0.98 0.000
C -5.88 -1.82 -2.00 0.000
C -4.87 -0.89 -1.93 0.000
H -2.94 2.70 -1.90 0.000
H -3.51 3.55 -4.11 0.000
H -2.96 2.12 -6.21 0.000
H -1.45 0.08 -5.73 0.000
H -1.17 -0.72 -3.58 0.000
H -0.51 1.64 0.77 0.001
H -1.04 3.00 2.87 0.000
H -3.38 3.83 3.12 0.000
H -5.12 2.98 1.67 0.000
H -4.57 1.44 -0.22 0.000
H -3.33 -1.91 0.90 0.000
H -5.29 -3.45 0.96 0.000
H -6.79 -3.50 -0.86 0.000
H -6.48 -1.87 -2.89 0.000
H -4.94 -0.07 -2.68 0.000
```


6.
DFT (ωB97M-V/def2-TZVPD) results for 2 unconnected molecules or ions with the total composition C5H8O3 at a distorted geometry.

Summary:
lowest unoccupied orbital energy = 0.754 eV
net charge = 0
SMILES = CC(O)=C=O.CC=O

Geometry as XYZ:
```
16
Properties=species:S:1:pos:R:3:lowdin_charge:R:1
C 0.12 -0.20 2.66 -0.050
C 0.92 -0.34 1.46 -0.459
O 1.56 0.76 0.98 0.024
C 0.97 -1.49 0.90 -0.137
O 0.85 -2.51 0.33 0.159
H -0.76 0.42 2.38 0.100
H -0.18 -1.20 3.05 0.096
H 0.66 0.01 3.63 0.105
H 1.15 1.62 1.16 0.120
C -0.74 -0.01 -2.87 -0.044
C -0.73 0.85 -1.63 -0.319
O -1.13 0.56 -0.54 0.043
H -1.20 -0.88 -2.64 0.029
H 0.31 0.00 -3.26 0.094
H -1.29 0.51 -3.79 0.129
H -0.51 1.91 -1.82 0.108
```


7.
DFT (ωB97M-V/def2-TZVPD) results for a molecular structure, CH6N5S at a distorted geometry.

Summary:
lowest unoccupied orbital energy = -5.349 eV
net charge = +1

Geometry as XYZ:
```
13
Properties=species:S:1:pos:R:3:lowdin_charge:R:1
C -0.78 -0.34 -0.73 -0.656
N -0.95 -1.60 -0.18 0.050
N -0.62 -1.62 0.98 0.083
N -0.15 -0.38 1.29 -0.022
N -0.09 0.47 0.24 -0.079
N 1.67 0.56 -0.43 0.129
S -2.23 0.78 -0.62 0.896
H -0.46 -0.24 -1.74 0.110
H 0.28 -0.01 2.14 0.191
H 1.59 1.56 -0.71 0.132
H 1.89 -0.11 -1.22 0.126
H 2.39 0.40 0.30 0.123
H -2.53 0.52 0.67 -0.084
```


8.
DFT (ωB97M-V/def2-TZVPD) results for a molecular structure, C30H44BF2N2O10ReS3Si3 at a distorted geometry.

Summary:
spin multiplicity = 2
lowest unoccupied orbital energy (alpha / beta) = 2.200 / 2.171 eV
net charge = -1

Geometry as XYZ:
```
96
Properties=species:S:1:pos:R:3:lowdin_spin:R:1
Re -0.37 -0.37 0.26 0.860
C 2.95 -0.31 -1.76 0.002
Si 2.45 1.24 -0.81 0.013
C 1.56 2.31 -2.09 0.001
C 4.08 2.14 -0.46 0.004
C 1.44 0.90 0.74 0.022
Si 2.63 0.37 2.12 0.003
C 1.73 -0.49 3.53 0.001
C 4.18 -0.64 1.70 0.000
C 3.48 1.88 2.93 0.001
Si 0.72 2.55 1.25 0.002
C 0.19 2.87 3.03 0.002
C 1.66 4.16 0.86 -0.001
C -0.83 2.67 0.16 0.003
C -1.57 3.81 -0.09 -0.001
C -2.65 3.77 -0.97 0.004
C -2.96 2.57 -1.59 -0.001
C -2.19 1.46 -1.31 0.004
N -1.16 1.52 -0.46 -0.002
H 3.72 -0.01 -2.48 0.000
H 2.12 -0.73 -2.33 0.001
H 3.36 -1.11 -1.14 0.000
H 2.29 2.53 -2.88 0.000
H 1.20 3.27 -1.72 0.000
H 0.73 1.78 -2.54 0.001
H 4.45 2.56 -1.40 0.001
H 4.85 1.46 -0.10 0.000
H 4.00 2.95 0.26 0.000
H 0.96 -1.18 3.18 0.000
H 1.26 0.24 4.19 0.000
H 2.45 -1.07 4.12 0.000
H 4.04 -1.70 1.88 0.000
H 4.98 -0.28 2.36 0.000
H 4.54 -0.53 0.68 0.000
H 2.90 2.80 3.04 0.000
H 4.39 2.13 2.39 0.000
H 3.78 1.57 3.94 0.000
H 1.05 2.99 3.69 0.000
H -0.45 2.09 3.44 0.000
H -0.37 3.81 3.05 0.000
H 2.45 4.34 1.60 0.000
H 0.95 4.99 0.95 0.000
H 2.10 4.20 -0.13 0.000
H -1.31 4.74 0.40 0.000
H -3.24 4.66 -1.16 0.000
H -3.78 2.49 -2.28 0.000
H -2.38 0.50 -1.75 0.000
O -1.33 -1.88 3.21 0.003
S -1.97 -0.24 3.23 0.008
O -3.40 -0.43 3.06 0.000
O -1.32 0.26 1.95 0.031
C -2.13 -2.95 3.15 0.000
C -2.74 -3.47 4.30 0.000
C -3.46 -4.64 4.24 0.000
C -3.60 -5.34 3.04 0.000
C -3.02 -4.83 1.89 0.000
C -2.32 -3.64 1.95 0.000
S -1.70 -2.95 0.46 0.001
O -2.32 -1.64 0.27 0.006
O -1.80 -3.92 -0.58 -0.001
O -0.24 -2.56 0.83 -0.007
H -2.60 -2.93 5.23 0.000
H -3.92 -5.03 5.14 0.000
H -4.16 -6.26 3.00 0.000
H -3.12 -5.34 0.94 0.000
F 2.07 -2.27 0.92 -0.003
B 1.06 -2.09 0.03 -0.001
F 1.24 -2.76 -1.13 0.001
C -6.27 2.15 -4.87 0.000
C -5.06 1.44 -5.44 0.000
C -3.80 2.02 -5.37 0.000
C -2.69 1.37 -5.89 0.000
C -2.84 0.13 -6.48 0.000
C -4.09 -0.47 -6.54 0.000
C -5.19 0.19 -6.02 0.000
S -1.42 -0.70 -7.16 0.000
O -1.91 -1.85 -7.87 0.000
O -0.62 0.30 -7.80 0.000
N -0.56 -1.23 -5.88 0.000
C -1.19 -2.22 -5.00 0.000
C -0.41 -2.28 -3.69 0.000
C -0.41 -0.96 -2.95 0.009
O -0.20 0.10 -3.56 0.005
O -0.62 -1.08 -1.70 0.027
H -6.23 3.22 -5.08 0.000
H -6.32 2.02 -3.79 0.000
H -7.19 1.75 -5.29 0.000
H -3.68 3.00 -4.92 0.000
H -1.71 1.83 -5.84 0.000
H -4.19 -1.44 -7.02 0.000
H -6.17 -0.28 -6.08 0.000
H -0.19 -0.45 -5.34 0.000
H -1.18 -3.19 -5.49 0.000
H -2.23 -1.96 -4.79 0.000
H 0.64 -2.55 -3.88 0.000
H -0.82 -3.06 -3.05 0.000
```


9.
DFT (ωB97M-V/def2-TZVPD) results for a molecular structure, C36H31Br2InN5OSSeSi at a distorted geometry.

Summary:
lowest unoccupied orbital energy = 2.404 eV
net charge = -1

Geometry as XYZ:
```
79
Properties=species:S:1:pos:R:3:lowdin_charge:R:1
In 0.27 0.49 -0.11 0.405
C 2.64 -3.28 -2.25 -0.048
C 1.62 -2.54 -1.58 -0.115
N 1.85 -1.45 -0.90 0.090
C 3.13 -1.06 -0.72 -0.145
C 4.23 -1.77 -1.28 -0.160
C 3.91 -2.89 -2.10 -0.033
C 5.53 -1.33 -0.97 -0.080
C 5.74 -0.31 -0.06 -0.091
C 4.65 0.38 0.50 -0.033
C 3.35 0.04 0.19 -0.218
N 2.22 0.61 0.73 -0.049
C 2.37 1.25 1.99 -0.269
C 3.06 2.42 2.15 -0.028
C 3.16 3.08 3.43 -0.063
C 2.50 2.54 4.51 -0.047
C 1.69 1.36 4.34 -0.158
C 0.82 0.93 5.39 -0.036
C -0.02 -0.13 5.20 -0.077
C 0.01 -0.73 3.90 -0.139
N 0.80 -0.33 2.93 0.128
C 1.66 0.71 3.11 -0.199
H 2.39 -4.18 -2.77 0.104
H 0.62 -2.73 -1.72 0.083
H 4.71 -3.37 -2.60 0.102
H 6.39 -1.85 -1.45 0.108
H 6.75 -0.08 0.23 0.091
H 4.90 1.09 1.28 0.095
H 3.48 2.95 1.30 0.122
H 3.84 3.89 3.50 0.083
H 2.65 2.96 5.48 0.093
H 0.91 1.42 6.41 0.128
H -0.71 -0.50 6.01 0.116
H -0.68 -1.56 3.63 0.111
S 0.85 1.25 -2.48 0.624
C 1.17 -0.12 -3.54 -0.718
C 2.47 -0.18 -4.19 -0.089
C 2.69 -1.29 -4.99 -0.095
C 1.61 -2.20 -5.18 -0.090
C 0.43 -2.06 -4.43 -0.184
N 0.25 -1.08 -3.59 0.027
H 3.31 0.44 -3.86 0.105
H 3.64 -1.55 -5.38 0.088
H 1.82 -3.11 -5.75 0.089
H -0.33 -2.86 -4.43 0.113
C -2.49 2.42 -2.25 -0.069
C -2.95 1.03 -2.08 -0.381
C -4.05 0.49 -2.77 -0.025
C -4.42 -0.79 -2.65 -0.019
C -3.71 -1.64 -1.75 -0.175
C -3.96 -3.00 -1.52 -0.623
Br -5.30 -3.96 -2.52 0.688
C -3.24 -3.70 -0.60 -0.198
C -2.26 -3.05 0.13 -0.637
Br -1.19 -4.03 1.29 0.808
C -1.80 -1.77 -0.15 -0.446
O -0.76 -1.33 0.44 -0.184
C -2.59 -1.05 -1.10 -0.130
N -2.28 0.24 -1.32 0.134
H -3.36 3.06 -2.25 0.071
H -1.74 2.56 -3.09 0.084
H -1.93 2.66 -1.32 -0.006
H -4.53 1.15 -3.50 0.117
H -5.23 -1.20 -3.19 0.067
H -3.44 -4.77 -0.44 0.099
C -4.39 2.46 0.72 -0.205
Si -2.91 2.44 1.90 0.164
C -3.15 0.80 2.90 -0.204
C -3.09 3.82 3.16 -0.240
Se -0.78 2.59 1.08 0.390
H -5.25 2.22 1.41 0.043
H -4.23 1.67 -0.02 0.002
H -4.54 3.43 0.26 0.023
H -4.18 0.82 3.31 0.023
H -2.40 0.76 3.70 0.002
H -3.00 -0.07 2.22 0.029
H -4.09 4.10 3.36 0.005
H -2.58 4.77 2.75 0.053
H -2.52 3.58 4.01 -0.001
```


Calculated total energy for every record listed, in sequence, given in Ha: -344.873682; -5441.167159; -1386.839170; -323.259292; -4226.439463; -420.929260; -713.246153; -4397.743228; -10166.972720.